A molecular structure, C28H37ClN4P2V at a distorted geometry, computed with ωB97M-V with the def2-TZVPD basis set.

Properties
- Net charge: +2
- HOMO level (spin up / spin down): -13.180 / -13.218 eV
- Spin multiplicity: 2
- E: -3394.0512 Ha
- Frontier orbital gap (spin up / spin down): 5.6459 / 5.5279 eV
- Expectation value of S²: 0.84

Geometry (Å):
V: -0.26660 0.23678 -1.56035
Cl: 0.81342 -2.09712 -2.40423
P: -1.55422 -1.03664 1.21255
P: 2.00485 -0.28399 0.21633
N: 3.15296 0.75766 -0.83016
N: -2.95969 -1.53856 0.29759
N: 3.36056 -0.23499 1.61086
N: -2.13724 -1.75703 2.76902
C: 3.99984 1.27645 -2.89434
C: 0.59298 1.77103 -2.46228
C: 4.96009 -0.88008 3.11334
C: -0.29546 -2.22852 0.94413
C: -4.10997 -2.27561 -1.52246
C: -4.19810 -0.89200 0.27368
C: 4.56629 2.15171 -1.92983
C: 2.04321 -1.77747 -0.97298
C: -1.26167 0.81688 -3.74302
C: -3.57220 -3.08248 3.94109
C: 3.11895 0.45151 -2.20007
C: 3.86645 0.90468 2.25046
C: -2.87589 -2.97713 2.74227
C: 4.88583 0.55147 3.13570
C: -0.71252 0.57279 1.67237
C: -0.76991 3.14156 -0.79642
C: 0.78875 0.78132 1.35477
C: -0.36542 2.03375 -3.58007
C: -1.95614 0.33363 -2.46828
C: 4.03548 -1.32312 2.15009
C: -2.13618 2.64730 -1.37294
C: -2.11059 1.16937 -1.26548
C: -2.90230 -2.36805 -0.82896
C: -3.20209 -1.93366 4.74516
C: -4.91781 -1.31354 -0.83762
C: 4.03174 1.84355 -0.67734
C: -2.29637 -1.16201 4.02215
C: 0.29444 2.17646 -1.15764
H: -2.86731 -3.61985 1.85939
H: 3.51322 1.90919 2.05666
H: -2.62542 -0.43003 -2.55629
H: -2.02837 0.99096 -4.52559
H: -2.16634 3.02802 -2.38888
H: 5.54140 1.21598 3.69298
H: -0.22235 -2.39255 2.00142
H: -4.42195 -0.15066 1.02694
H: -0.85059 3.27914 0.30360
H: -0.94236 2.94938 -3.37525
H: -4.39739 -2.82059 -2.41477
H: 2.52450 -0.33514 -2.64853
H: -3.59747 -1.68418 5.73055
H: 1.22050 2.26361 -0.59007
H: 5.32157 2.88753 -2.12683
H: -0.54406 -3.04981 0.29679
H: 1.60725 1.49435 -2.78259
H: 1.30889 0.86457 2.29681
H: -5.87575 -0.92438 -1.16098
H: -0.58878 4.15895 -1.19360
H: -2.65812 0.75474 -0.42782
H: 0.74390 -1.92494 0.83254
H: -1.75598 -0.21026 4.23332
H: -2.96290 3.14413 -0.84541
H: 0.86883 1.82287 1.02800
H: 2.00517 -2.78738 -0.55131
H: -0.75958 0.37306 2.72486
H: 0.17214 2.29716 -4.53559
H: -2.11528 -3.08560 -0.97805
H: 4.19961 2.34574 0.26770
H: 3.81308 -2.31974 1.79241
H: -1.30322 1.49182 1.53996
H: 2.97357 -1.73402 -1.48533
H: -4.27893 -3.86503 4.19979
H: 4.20510 1.13101 -3.94403
H: -0.57679 -0.01870 -4.02840
H: 5.60470 -1.50526 3.72855

Atom charges from the Löwdin analysis, given in e for atoms 1 to 2: 0.655 0.631